<a>
Molecular formula: C5H12O2
Method: DFT, ωB97M-V/def2-TZVPD

Orbital gap: 0.3858 Ha
Multiplicity: 1
HOMO: -9.61 eV
SMILES: COC(C)(C)OC

Positions of all 19 atoms, in Å:
1 C -0.28747 0.90656 0.93924
2 H 1.14663 -1.20721 1.84863
3 H 0.13457 -2.58171 1.04773
4 C -1.89919 0.26959 -1.34006
5 O -1.38409 -0.69012 -0.33283
6 H -2.55235 -0.30688 -2.04902
7 H 2.10291 1.28489 -0.79348
8 H 0.55958 1.17750 1.44348
9 H -0.29613 1.84318 0.35478
10 H -0.64893 -1.24384 1.99127
11 H -1.28997 1.01723 1.52275
12 O 0.77359 -0.40341 -0.88926
13 C 0.18697 -1.46426 1.36172
14 H -2.51915 1.24574 -1.01952
15 H 2.57520 -0.22369 0.04162
16 C -0.14963 -0.43525 0.20015
17 H -0.96239 0.77243 -1.78219
18 H 2.49490 -0.12984 -1.71554
19 C 2.01496 0.16908 -0.82948

***

<b>
Molecular formula: C5H12O2
Method: DFT, ωB97M-V/def2-TZVPD

Orbital gap: 0.3923 Ha
Multiplicity: 1
HOMO: -9.76 eV
SMILES: COC[C@@H](C)CO

Positions of all 19 atoms, in Å:
1 C 0.70222 -0.56009 0.58723
2 H -2.33223 -1.60017 0.84457
3 H -2.53256 -0.88275 -0.75461
4 C -1.26875 1.02225 0.92655
5 H -1.35338 -2.17458 -0.52204
6 H 2.22744 -0.68513 -1.87182
7 O -0.25399 1.94908 1.23932
8 H 0.94181 -1.62010 0.41250
9 H 0.92640 -0.32038 1.63327
10 H -0.45178 0.16184 -0.82304
11 H 3.36107 0.39476 -1.03218
12 H -2.04289 1.48568 0.29394
13 H 2.07771 1.07586 -2.02733
14 C -0.73220 -0.20231 0.16774
15 H 0.45420 1.82912 0.58560
16 H -1.75680 0.75313 1.87508
17 C -1.78972 -1.28454 -0.05407
18 C 2.31266 0.26000 -1.32177
19 O 1.51078 0.39833 -0.15895

***

<c>
Molecular formula: C5H12O2
Method: DFT, ωB97M-V/def2-TZVPD

Orbital gap: 0.3830 Ha
Multiplicity: 1
HOMO: -9.51 eV
SMILES: CC(C)CC=O.O

Positions of all 19 atoms, in Å:
1 O 1.14109 -4.31064 -0.24011
2 H 1.52654 -4.92927 -0.88070
3 H -1.67472 2.33413 1.86715
4 H -0.59483 2.01782 -1.57333
5 C -0.98007 2.23640 -0.58057
6 C 1.25539 0.56155 -0.22818
7 C -1.26864 0.96316 0.19921
8 H 1.55695 -4.48019 0.60829
9 H -1.88784 2.82154 -0.67397
10 C -1.88326 1.31386 1.55525
11 H -0.17295 2.81514 -0.11921
12 H -1.99351 0.37461 -0.35196
13 H -2.97534 1.25782 1.51870
14 H -1.57838 0.64657 2.35550
15 H 1.73445 1.44077 0.24828
16 O 1.82317 0.10012 -1.18430
17 H -0.16246 -0.92510 -0.20096
18 H 0.16161 -0.20597 1.37640
19 C -0.02733 0.01709 0.33074

***

<d>
Molecular formula: C5H12O2
Method: DFT, ωB97M-V/def2-TZVPD

Orbital gap: 0.3618 Ha
Multiplicity: 1
HOMO: -9.38 eV
SMILES: C=CCC=C.O.O

Positions of all 19 atoms, in Å:
1 H -0.90290 0.95318 -1.81686
2 H -0.41534 2.32023 1.65197
3 H -0.07690 -0.80768 1.34955
4 O -0.08559 -1.72728 1.65113
5 H -1.42569 -1.29451 -2.26982
6 H 0.77836 -1.91237 2.02293
7 H 1.06816 1.06851 -0.57752
8 H 2.96822 -0.61210 -0.03073
9 C -1.98296 -1.30194 -1.32395
10 H -1.84887 1.75347 -0.33275
11 C -1.95655 -0.23489 -0.54109
12 H 1.22364 1.33846 1.75473
13 C 0.31163 1.62650 1.23828
14 H -2.34537 -2.28709 -1.06109
15 C 0.14873 1.18216 -0.02893
16 O 3.49558 -0.10697 -0.66842
17 C -1.16351 1.05901 -0.77960
18 H 4.15571 0.17334 -0.01607
19 H -2.62974 -0.20112 0.36899

***

Of them, <d> has the lowest stability.